Record 1
This record from OMol25 describes a 14-piece molecular cluster, C40H47Cl28F18N3O5 overall in a non-equilibrium geometry. The level of theory is ωB97M-V with the def2-TZVPD basis set.

* charge: 0
* orbital gap: 8.52 eV
* max |F|: 2.4 eV Å⁻¹
* HOMO energy: -0.3403 Ha

Each line ends with the Löwdin charge.
Geometry (Å):
C (1.671, 0.182, 5.615)  -0.07
C (0.562, -0.131, 6.617)  -0.23
N (-0.427, -1.041, 6.031)  -0.10
C (-1.786, -0.891, 6.582)  -0.15
C (-2.787, -1.284, 5.510)  -0.08
N (-3.006, -0.205, 4.520)  0.07
C (-2.033, 0.817, 4.323)  -0.33
O (-1.742, 1.682, 5.104)  0.14
C (-1.544, 0.677, 2.917)  -0.04
C (-0.479, 1.273, 2.274)  0.07
C (-0.235, 0.965, 0.943)  -0.15
C (0.916, 1.551, 0.169)  -0.11
C (1.482, 2.814, 0.830)  -0.07
C (2.719, 3.352, 0.117)  -0.41
F (2.772, 2.886, -1.166)  0.11
F (3.850, 2.917, 0.728)  0.13
C (2.769, 4.902, -0.032)  -0.34
F (3.643, 5.201, -1.026)  0.14
F (1.558, 5.351, -0.424)  0.14
C (3.281, 5.737, 1.185)  -0.34
F (3.204, 7.037, 0.818)  0.15
F (4.572, 5.440, 1.391)  0.17
C (2.486, 5.535, 2.507)  -0.33
F (1.171, 5.436, 2.209)  0.15
F (2.900, 4.370, 3.047)  0.16
C (2.656, 6.663, 3.552)  -0.33
F (3.989, 6.862, 3.684)  0.17
F (2.109, 7.798, 3.090)  0.16
C (2.122, 6.396, 4.998)  -0.33
F (2.495, 7.487, 5.695)  0.17
F (2.745, 5.333, 5.540)  0.17
C (0.569, 6.222, 5.183)  -0.33
F (0.234, 6.859, 6.325)  0.16
F (-0.109, 6.796, 4.177)  0.17
C (0.074, 4.749, 5.367)  -0.55
F (-1.246, 4.742, 5.198)  0.19
F (0.622, 3.934, 4.458)  0.16
F (0.355, 4.307, 6.585)  0.20
C (-1.089, 0.061, 0.290)  0.05
C (-2.145, -0.549, 0.941)  -0.07
C (-3.046, -1.552, 0.290)  -0.35
O (-2.703, -2.682, 0.089)  0.13
N (-4.393, -1.139, -0.034)  0.18
C (-4.567, 0.249, -0.185)  -0.51
O (-5.039, 1.023, 0.579)  0.19
F (-4.122, 0.636, -1.403)  0.10
C (-2.365, -0.220, 2.270)  -0.02
C (-3.402, -0.679, 3.237)  -0.33
O (-4.393, -1.325, 3.020)  0.14
C (-0.019, -2.431, 6.133)  -0.46
C (0.121, -3.145, 4.813)  -0.04
O (0.153, -2.971, 7.195)  0.12
H (2.408, 0.853, 6.064)  0.08
H (2.207, -0.719, 5.310)  0.07
H (1.260, 0.681, 4.734)  0.05
H (1.029, -0.572, 7.507)  0.12
H (0.087, 0.803, 6.914)  0.11
H (-1.945, -1.543, 7.450)  0.13
H (-1.916, 0.127, 6.943)  0.12
H (-3.739, -1.555, 5.964)  0.13
H (-2.373, -2.131, 4.958)  0.12
H (0.137, 1.962, 2.838)  0.11
H (0.550, 1.848, -0.813)  0.08
H (1.698, 0.805, 0.009)  0.14
H (1.816, 2.546, 1.832)  0.12
H (0.685, 3.551, 0.875)  0.13
H (-0.912, -0.188, -0.752)  0.10
H (-4.986, -1.405, 0.760)  0.12
H (0.095, -2.409, 4.012)  0.08
H (1.077, -3.664, 4.802)  0.06
H (-0.708, -3.843, 4.705)  0.04
C (-2.585, 1.699, -3.891)  -0.99
Cl (-2.696, 2.773, -5.291)  0.55
Cl (-1.466, 2.326, -2.670)  0.52
H (-3.567, 1.610, -3.442)  0.01
H (-2.222, 0.734, -4.223)  0.03
C (-0.572, -6.117, 2.027)  -1.03
Cl (0.933, -5.710, 2.872)  0.53
Cl (-1.923, -5.059, 2.455)  0.54
H (-0.393, -6.014, 0.964)  -0.03
H (-0.857, -7.133, 2.283)  -0.08
C (3.764, -5.880, -0.061)  -1.03
Cl (2.263, -4.948, -0.062)  0.50
Cl (4.812, -5.445, 1.299)  0.51
H (3.518, -6.932, 0.019)  0.03
H (4.287, -5.668, -0.984)  -0.07
C (1.995, -2.331, -3.284)  -1.05
Cl (2.416, -0.752, -3.967)  0.49
Cl (0.451, -2.311, -2.420)  0.51
H (1.909, -3.043, -4.094)  -0.02
H (2.774, -2.626, -2.591)  0.01
C (1.461, 6.119, -3.700)  -1.03
Cl (0.176, 4.909, -3.770)  0.50
Cl (1.710, 6.891, -5.272)  0.52
H (1.200, 6.885, -2.979)  0.02
H (2.376, 5.616, -3.409)  0.01
C (1.358, 10.097, 0.715)  -1.05
Cl (0.621, 11.381, 1.679)  0.52
Cl (0.783, 10.102, -0.957)  0.51
H (2.431, 10.242, 0.711)  0.03
H (1.103, 9.144, 1.161)  0.00
C (-3.247, -9.515, 3.622)  -1.00
Cl (-4.283, -8.122, 3.926)  0.52
Cl (-2.058, -9.191, 2.347)  0.55
H (-2.712, -9.758, 4.532)  0.03
H (-3.864, -10.347, 3.304)  0.02
C (2.469, -3.159, -7.888)  -0.98
Cl (0.848, -2.461, -7.746)  0.52
Cl (3.397, -2.876, -6.412)  0.51
H (2.382, -4.226, -8.050)  0.03
H (2.979, -2.684, -8.717)  0.03
C (5.708, -5.971, -4.347)  -0.99
Cl (6.233, -4.490, -5.143)  0.51
Cl (4.206, -5.688, -3.444)  0.55
H (5.529, -6.740, -5.088)  0.03
H (6.476, -6.280, -3.647)  0.03
C (-2.086, -2.792, -9.788)  -1.05
Cl (-3.087, -3.931, -10.698)  0.51
Cl (-2.594, -2.654, -8.103)  0.47
H (-1.061, -3.141, -9.807)  -0.01
H (-2.172, -1.814, -10.247)  0.00
C (2.175, 3.772, -7.817)  -1.02
Cl (1.802, 2.039, -7.811)  0.50
Cl (1.022, 4.700, -8.777)  0.50
H (2.136, 4.133, -6.797)  0.00
H (3.164, 3.908, -8.237)  0.03
C (-5.386, -4.370, -0.485)  -0.99
Cl (-5.811, -5.924, -1.217)  0.46
Cl (-6.170, -4.140, 1.088)  0.53
H (-4.314, -4.334, -0.341)  0.00
H (-5.708, -3.576, -1.148)  0.02
C (-2.606, -8.637, -1.523)  -0.99
Cl (-1.022, -8.191, -0.867)  0.50
Cl (-3.862, -7.493, -1.048)  0.47
H (-2.534, -8.649, -2.604)  0.03
H (-2.865, -9.617, -1.141)  0.02
C (-2.067, 1.721, -8.871)  -1.03
Cl (-3.457, 0.636, -9.041)  0.51
Cl (-1.748, 2.611, -10.363)  0.50
H (-2.273, 2.423, -8.071)  -0.02
H (-1.190, 1.127, -8.641)  0.01

---

Record 2
This record from OMol25 describes a 2-piece molecular cluster, C40H47N4 overall in a non-equilibrium geometry. The level of theory is ωB97M-V with the def2-TZVPD basis set.

* charge: +1
* orbital gap: 4.94 eV
* max |F|: 1.9 eV Å⁻¹
* HOMO energy: -0.3304 Ha

Each line ends with the Löwdin charge.
Geometry (Å):
C (-7.636, -2.429, 3.544)  -0.05
N (-7.143, -1.146, 3.096)  -0.18
C (-8.197, -0.293, 2.592)  -0.04
C (-5.827, -0.809, 3.159)  -0.19
C (-5.339, 0.413, 2.599)  0.00
C (-4.010, 0.745, 2.728)  -0.01
C (-3.083, -0.112, 3.387)  -0.22
C (-1.712, 0.302, 3.455)  -0.01
C (-0.621, -0.506, 3.689)  -0.04
C (0.739, -0.124, 3.508)  -0.05
C (1.728, -1.185, 3.349)  -0.16
C (1.346, -2.509, 2.973)  0.00
C (2.279, -3.522, 2.827)  0.00
C (3.664, -3.250, 2.991)  -0.21
N (4.593, -4.250, 2.869)  -0.20
C (5.971, -4.005, 2.510)  -0.06
C (4.344, -5.596, 3.335)  -0.05
C (4.064, -1.930, 3.308)  0.00
C (3.107, -0.967, 3.573)  -0.03
C (1.128, 1.284, 3.483)  -0.14
C (0.327, 2.313, 4.039)  -0.03
C (0.640, 3.661, 3.911)  0.00
C (1.907, 4.041, 3.408)  -0.23
N (2.259, 5.380, 3.372)  -0.21
C (3.616, 5.817, 3.630)  -0.07
C (1.409, 6.333, 2.685)  -0.06
C (2.765, 3.038, 2.914)  0.01
C (2.317, 1.727, 2.839)  -0.02
C (-3.550, -1.363, 3.858)  -0.01
C (-4.893, -1.683, 3.784)  0.00
H (-7.073, -2.807, 4.403)  0.08
H (-8.681, -2.306, 3.846)  0.09
H (-7.597, -3.176, 2.737)  0.11
H (-7.829, 0.626, 2.131)  0.07
H (-8.798, -0.843, 1.845)  0.10
H (-8.875, -0.029, 3.415)  0.10
H (-6.005, 1.059, 2.037)  0.10
H (-3.630, 1.676, 2.297)  0.12
H (-1.551, 1.302, 3.053)  0.11
H (-0.813, -1.546, 3.965)  0.10
H (0.295, -2.739, 2.777)  0.12
H (1.966, -4.533, 2.551)  0.12
H (6.074, -3.060, 1.969)  0.09
H (6.629, -3.987, 3.391)  0.10
H (6.305, -4.825, 1.862)  0.10
H (3.303, -5.731, 3.643)  0.08
H (4.587, -6.304, 2.533)  0.09
H (5.000, -5.826, 4.196)  0.10
H (5.126, -1.692, 3.400)  0.11
H (3.451, -0.006, 3.951)  0.11
H (-0.587, 2.055, 4.576)  0.08
H (-0.047, 4.451, 4.244)  0.13
H (4.134, 5.084, 4.261)  0.09
H (4.197, 5.959, 2.705)  0.09
H (3.581, 6.775, 4.168)  0.09
H (0.442, 5.872, 2.451)  0.09
H (1.241, 7.213, 3.318)  0.09
H (1.869, 6.671, 1.737)  0.10
H (3.758, 3.316, 2.544)  0.12
H (2.932, 1.025, 2.277)  0.12
H (-2.864, -2.090, 4.281)  0.10
H (-5.207, -2.640, 4.191)  0.10
C (2.084, 3.696, 8.198)  -0.15
C (0.809, 4.388, 7.702)  -0.14
C (-0.179, 3.264, 7.334)  -0.15
N (0.463, 2.024, 7.735)  -0.07
C (-0.134, 0.814, 7.595)  -0.17
C (-1.219, 0.501, 6.789)  -0.05
C (-1.699, -0.898, 7.000)  -0.13
C (-0.672, -1.429, 7.987)  -0.17
C (0.254, -0.429, 8.328)  -0.09
C (1.218, -0.687, 9.303)  -0.03
C (1.267, -1.953, 9.906)  -0.08
C (0.310, -2.937, 9.591)  -0.08
C (-0.692, -2.645, 8.646)  -0.04
C (1.704, 2.236, 8.451)  -0.17
H (2.859, 3.731, 7.426)  0.10
H (2.487, 4.163, 9.095)  0.11
H (0.364, 5.014, 8.486)  0.11
H (1.005, 5.024, 6.835)  0.10
H (-1.157, 3.391, 7.827)  0.13
H (-0.382, 3.261, 6.255)  0.07
H (-1.776, 1.228, 6.202)  0.09
H (-2.719, -0.922, 7.429)  0.13
H (-1.714, -1.517, 6.090)  0.09
H (1.899, 0.093, 9.630)  0.08
H (2.039, -2.166, 10.647)  0.10
H (0.330, -3.914, 10.083)  0.10
H (-1.497, -3.347, 8.425)  0.11
H (2.486, 1.542, 8.117)  0.12
H (1.542, 2.072, 9.528)  0.12

---

Record 3
This record from OMol25 describes C40H47N4OP3STeTi as an isolated structure in a non-equilibrium geometry. The level of theory is ωB97M-V with the def2-TZVPD basis set.

* charge: +1
* orbital gap (alpha / beta): 6.98 / 7.30 eV
* max |F|: 1.7 eV Å⁻¹
* spin multiplicity: 2
* HOMO energy (alpha / beta): -0.3548 / -0.3545 Ha

Each line ends with the Löwdin charge.
Geometry (Å):
Ti (-0.027, 0.497, -0.311)  0.56
C (-1.254, 3.798, -0.179)  -0.24
P (-1.914, 2.106, 0.104)  0.97
C (-2.638, 1.785, -1.554)  -0.37
C (-3.933, 2.108, -1.942)  -0.08
C (-4.363, 1.840, -3.234)  -0.06
C (-3.516, 1.233, -4.146)  -0.06
C (-2.222, 0.896, -3.772)  -0.06
C (-1.791, 1.177, -2.488)  -0.14
C (-3.240, 2.414, 1.300)  -0.38
C (-4.180, 3.429, 1.129)  -0.10
C (-5.174, 3.609, 2.077)  -0.07
C (-5.215, 2.810, 3.213)  -0.07
C (-4.241, 1.846, 3.420)  -0.07
C (-3.258, 1.649, 2.464)  -0.14
C (0.115, 3.591, -0.729)  -0.37
C (1.018, 4.507, -1.187)  -0.03
C (2.215, 3.799, -1.488)  -0.03
C (1.975, 2.485, -1.210)  -0.40
C (2.883, 1.314, -1.284)  -0.25
P (2.702, 0.399, 0.325)  1.08
C (4.145, -0.719, 0.177)  -0.36
C (4.967, -1.011, 1.265)  -0.11
C (6.074, -1.832, 1.109)  -0.07
C (6.363, -2.388, -0.128)  -0.07
C (5.528, -2.136, -1.207)  -0.08
C (4.421, -1.315, -1.054)  -0.11
C (3.212, 1.675, 1.529)  -0.36
C (4.523, 2.119, 1.695)  -0.08
C (4.819, 3.062, 2.665)  -0.06
C (3.812, 3.580, 3.468)  -0.07
C (2.501, 3.167, 3.290)  -0.07
C (2.205, 2.213, 2.329)  -0.10
N (0.681, 2.319, -0.736)  -0.12
H (-1.214, 4.313, 0.784)  0.10
H (-1.890, 4.369, -0.856)  0.10
H (-4.623, 2.542, -1.234)  0.09
H (-5.377, 2.085, -3.519)  0.12
H (-3.858, 1.022, -5.150)  0.11
H (-1.548, 0.440, -4.486)  0.11
H (-0.751, 0.946, -2.220)  0.06
H (-4.128, 4.093, 0.276)  0.11
H (-5.918, 4.381, 1.934)  0.11
H (-5.998, 2.959, 3.945)  0.11
H (-4.255, 1.240, 4.317)  0.11
H (-2.497, 0.893, 2.609)  0.06
H (0.853, 5.568, -1.290)  0.11
H (3.137, 4.219, -1.859)  0.11
H (3.916, 1.628, -1.430)  0.11
H (2.598, 0.639, -2.097)  0.08
H (4.756, -0.589, 2.239)  0.11
H (6.717, -2.034, 1.956)  0.11
H (7.238, -3.012, -0.252)  0.11
H (5.741, -2.572, -2.175)  0.11
H (3.773, -1.136, -1.902)  0.10
H (5.310, 1.738, 1.058)  0.11
H (5.840, 3.395, 2.800)  0.11
H (4.053, 4.307, 4.233)  0.11
H (1.710, 3.579, 3.904)  0.11
H (1.179, 1.890, 2.187)  0.08
C (0.231, -1.146, 2.117)  -0.19
N (0.156, -2.376, 1.329)  -0.37
C (-0.197, -3.538, 2.142)  -0.10
P (0.572, -2.560, -0.280)  0.52
O (0.714, -1.200, -0.944)  -0.47
N (-0.348, -3.488, -1.283)  -0.33
C (-0.799, -4.819, -0.904)  -0.09
C (-1.070, -2.948, -2.431)  -0.13
N (1.952, -3.462, -0.180)  -0.27
C (2.773, -3.623, 1.010)  -0.08
C (2.454, -4.210, -1.329)  -0.08
H (-0.561, -1.149, 2.865)  0.09
H (0.073, -0.250, 1.495)  -0.04
H (1.200, -1.037, 2.616)  0.09
H (-1.280, -3.585, 2.289)  0.08
H (0.290, -3.464, 3.116)  0.10
H (0.136, -4.458, 1.670)  0.06
H (-0.130, -5.252, -0.164)  0.07
H (-0.790, -5.464, -1.784)  0.10
H (-1.815, -4.790, -0.498)  0.09
H (-0.786, -3.513, -3.324)  0.10
H (-0.818, -1.905, -2.587)  0.05
H (-2.148, -3.029, -2.284)  0.06
H (2.643, -4.623, 1.438)  0.10
H (2.529, -2.882, 1.767)  0.08
H (3.824, -3.499, 0.746)  0.07
H (2.433, -5.285, -1.123)  0.10
H (3.486, -3.926, -1.538)  0.07
H (1.851, -4.010, -2.210)  0.08
Te (-2.368, -1.187, 0.229)  1.11
C (-4.284, -0.800, -0.574)  -0.95
C (-4.796, -1.215, -1.768)  -0.26
C (-6.179, -0.932, -1.917)  -0.19
C (-6.705, -0.321, -0.822)  -0.40
S (-5.522, -0.093, 0.396)  0.95
H (-4.205, -1.698, -2.534)  0.09
H (-6.760, -1.188, -2.791)  0.11
H (-7.720, -0.006, -0.638)  0.07

---

Record 4
This record from OMol25 describes C40H49As3N10O3PbS as an isolated structure. The level of theory is ωB97M-V with the def2-TZVPD basis set.

* charge: +2
* orbital gap: 7.85 eV
* max |F|: 0.3 eV Å⁻¹
* HOMO energy: -0.4527 Ha

Each line ends with the Löwdin charge.
Geometry (Å):
Pb (-0.499, -1.417, -0.663)  0.94
C (4.167, -1.423, 3.479)  -0.06
N (2.908, -1.704, 2.791)  -0.12
C (2.424, -1.155, 1.679)  -0.15
N (1.234, -1.671, 1.406)  -0.04
C (1.041, -2.556, 2.428)  -0.22
N (2.030, -2.601, 3.286)  0.14
C (4.327, 0.028, 3.875)  -0.20
C (5.614, 0.525, 4.045)  -0.03
C (5.814, 1.835, 4.453)  -0.04
C (4.732, 2.668, 4.674)  0.00
C (3.441, 2.179, 4.494)  -0.13
C (3.238, 0.858, 4.105)  0.02
C (2.313, 3.082, 4.715)  -0.29
N (2.350, 4.296, 5.138)  0.13
N (1.040, 4.743, 5.170)  0.14
C (0.311, 3.765, 4.763)  -0.29
O (1.048, 2.668, 4.449)  0.13
C (-1.141, 3.732, 4.599)  -0.13
C (-1.896, 4.846, 4.963)  0.00
C (-3.268, 4.825, 4.790)  -0.04
C (-3.891, 3.706, 4.249)  -0.02
C (-3.142, 2.594, 3.892)  -0.20
C (-3.821, 1.371, 3.320)  -0.05
N (-3.272, 0.993, 2.014)  -0.09
C (-2.212, 0.245, 1.746)  -0.18
N (-2.005, 0.224, 0.433)  -0.09
C (-3.017, 1.004, -0.055)  -0.19
N (-3.795, 1.491, 0.874)  0.16
C (-1.765, 2.610, 4.075)  0.02
H (4.991, -1.721, 2.832)  0.13
H (4.173, -2.077, 4.349)  0.14
H (2.936, -0.390, 1.116)  0.14
H (0.148, -3.154, 2.531)  0.09
H (6.467, -0.119, 3.863)  0.12
H (6.820, 2.208, 4.590)  0.12
H (4.865, 3.696, 4.986)  0.12
H (2.224, 0.490, 3.997)  0.12
H (-1.393, 5.710, 5.377)  0.12
H (-3.859, 5.687, 5.068)  0.12
H (-4.965, 3.702, 4.104)  0.12
H (-4.879, 1.558, 3.161)  0.13
H (-3.712, 0.512, 3.982)  0.14
H (-1.625, -0.274, 2.488)  0.14
H (-3.168, 1.209, -1.102)  0.12
H (-1.160, 1.750, 3.811)  0.11
C (-3.092, -0.316, -4.313)  -0.30
As (-1.814, -1.469, -3.413)  1.04
C (-2.353, -3.163, -4.223)  -0.28
C (-0.140, -1.094, -4.344)  -0.44
C (-0.074, -0.026, -5.237)  -0.10
C (1.125, 0.329, -5.838)  -0.06
C (2.276, -0.393, -5.559)  -0.06
C (2.219, -1.461, -4.676)  -0.12
C (1.028, -1.817, -4.047)  -0.45
As (0.987, -3.341, -2.808)  1.03
C (1.322, -4.769, -4.105)  -0.28
C (2.779, -3.298, -2.030)  -0.30
H (-3.045, -0.468, -5.390)  0.04
H (-2.921, 0.734, -4.082)  0.03
H (-4.083, -0.593, -3.957)  0.04
H (-2.535, -3.017, -5.286)  0.05
H (-3.266, -3.514, -3.745)  0.02
H (-1.570, -3.907, -4.090)  -0.02
H (-0.966, 0.539, -5.476)  0.09
H (1.156, 1.162, -6.529)  0.12
H (3.214, -0.132, -6.033)  0.12
H (3.125, -2.024, -4.485)  0.09
H (0.501, -4.842, -4.814)  0.02
H (1.434, -5.717, -3.583)  0.03
H (2.239, -4.541, -4.646)  0.04
H (3.548, -3.141, -2.783)  0.03
H (2.948, -4.269, -1.565)  0.03
H (2.859, -2.533, -1.257)  0.00
C (-4.634, -5.334, -0.365)  -0.24
As (-2.859, -5.021, 0.294)  0.71
C (-1.627, -5.815, -0.944)  -0.25
C (-2.719, -5.986, 1.947)  -0.24
S (-2.568, -2.940, 0.615)  0.04
H (-4.884, -6.387, -0.245)  0.05
H (-4.694, -5.056, -1.415)  0.04
H (-5.319, -4.719, 0.214)  0.05
H (-1.850, -6.878, -1.024)  0.05
H (-0.614, -5.671, -0.578)  0.03
H (-1.740, -5.334, -1.914)  0.02
H (-3.076, -7.004, 1.800)  0.05
H (-3.338, -5.478, 2.683)  0.05
H (-1.686, -5.999, 2.283)  0.04
O (-1.403, 6.788, -3.287)  -0.01
C (-0.428, 6.779, -2.281)  -0.24
N (0.375, 5.566, -2.294)  0.10
C (-0.088, 4.437, -1.719)  -0.44
O (-1.137, 4.378, -1.100)  0.07
C (0.778, 3.208, -1.825)  -0.09
C (2.130, 3.186, -2.132)  0.02
C (2.791, 1.966, -2.164)  -0.02
C (2.081, 0.816, -1.878)  -0.14
N (0.781, 0.826, -1.559)  -0.03
C (0.157, 2.003, -1.540)  -0.07
H (-2.191, 6.337, -2.965)  0.09
H (-0.865, 6.863, -1.289)  0.13
H (0.238, 7.617, -2.463)  0.13
H (1.119, 5.508, -2.969)  0.14
H (2.678, 4.100, -2.327)  0.13
H (3.844, 1.909, -2.405)  0.12
H (2.566, -0.155, -1.916)  0.10
H (-0.890, 2.018, -1.267)  0.09

---

| no. | energy (Ha) |
| --- | --- |
| 1 | -16775.85275 |
| 2 | -1771.15981 |
| 3 | -4386.32443 |
| 4 | -9624.87022 |